(1)
One molecule with the formula C5H5NO2. Source: the Open Molecules 2025 dataset; level of theory: ωB97M-V/def2-TZVPD.

As for the total charge: 0. The structure (SMILES) is O=C1NC=C[C@@H]2O[C@@H]12.

CARTESIAN COORDINATES (ANGSTROEM)
O (2.490, 0.903, -0.121)
C (1.270, 0.786, -0.127)
N (0.257, 0.823, -1.138)
C (-0.942, -0.008, -0.972)
C (-1.213, -0.784, 0.106)
C (0.037, -0.824, 1.060)
O (0.542, -0.227, 2.231)
C (0.363, 0.619, 1.051)
H (0.593, 0.613, -2.172)
H (-1.475, -0.213, -1.972)
H (-2.092, -1.451, 0.125)
H (0.655, -1.556, 0.683)
H (-0.484, 1.319, 1.247)

---

(2)
One molecule with the formula C20H14N4O2. Source: the Open Molecules 2025 dataset; level of theory: ωB97M-V/def2-TZVPD.

As for the total charge: 0. The structure (SMILES) is COc1ccc(Nc2ccc3nnn4c5ccccc5c(=O)c2c34)cc1.

CARTESIAN COORDINATES (ANGSTROEM)
C (3.861, -6.095, -0.485)
O (2.469, -6.077, -0.148)
C (1.908, -4.819, -0.115)
C (0.875, -4.464, -0.884)
C (0.437, -3.123, -0.939)
C (1.085, -2.114, -0.291)
N (0.536, -0.779, -0.341)
C (-0.724, -0.215, -0.002)
C (-1.675, -1.058, 0.624)
C (-2.901, -0.490, 1.244)
C (-2.930, 0.859, 1.225)
N (-3.852, 1.674, 1.859)
N (-3.587, 2.973, 1.561)
N (-2.404, 2.987, 0.799)
C (-1.675, 4.028, 0.255)
C (-2.220, 5.375, 0.194)
C (-1.419, 6.548, -0.207)
C (-0.164, 6.189, -0.819)
C (0.183, 4.815, -0.982)
C (-0.521, 3.729, -0.464)
C (-0.063, 2.331, -0.576)
O (1.068, 2.064, -0.875)
C (-0.877, 1.206, 0.004)
C (-2.049, 1.670, 0.548)
C (1.951, -2.435, 0.684)
C (2.299, -3.842, 0.725)
H (4.467, -6.663, 0.279)
H (4.080, -6.557, -1.568)
H (4.326, -5.126, -0.525)
H (0.380, -5.297, -1.451)
H (-0.578, -3.076, -1.501)
H (1.044, 0.019, -0.686)
H (-1.452, -2.157, 0.705)
H (-3.756, -0.967, 1.828)
H (-3.200, 5.493, 0.572)
H (-1.860, 7.520, -0.215)
H (0.500, 6.943, -1.131)
H (0.986, 4.647, -1.726)
H (2.454, -1.643, 1.235)
H (2.999, -4.074, 1.595)

---

(3)
One molecule with the formula C3H3BrClNO. Source: the Open Molecules 2025 dataset; level of theory: ωB97M-V/def2-TZVPD.

As for the total charge: 0. The structure (SMILES) is O=C1N[C@@H](Cl)[C@@H]1Br.

CARTESIAN COORDINATES (ANGSTROEM)
O (-0.456, -2.279, -0.626)
C (-0.162, -1.185, -0.321)
N (0.895, -0.644, 0.453)
C (0.405, 0.742, 0.383)
Cl (1.583, 1.785, -0.436)
C (-0.701, 0.247, -0.506)
Br (-2.532, 0.855, 0.169)
H (1.615, -1.108, 1.066)
H (0.213, 1.139, 1.407)
H (-0.859, 0.447, -1.590)

---

Frontier orbital gap (computed, eV): 10.263; 7.491; 10.250
Max |F| (computed, Eh/bohr): 0.0799; 0.1193; 0.0601
Highest occupied orbital energy (computed, eV): -9.606; -8.157; -10.325